--- A ---
The following is a quantum chemistry calculation of a structure of composition C7H13I2N2S, from OMol25.

* orbital gap: 0.232 hartree
* total charge: +1
* spin multiplicity: 1

Geometry as XYZ:
```
25
C7H13I2N2S, DFT the ωB97M-V functional and the def2-TZVPD basis
C 0.433 -0.004 -0.060
C 2.359 0.375 -1.078
C 3.767 0.204 -1.679
C -1.131 -0.810 2.709
C -0.830 -1.325 -1.673
C -0.254 -0.256 3.480
C 0.415 1.497 -0.319
N 1.632 -0.545 -0.630
N -0.748 -0.690 -0.366
S 1.867 2.138 -0.903
I -6.272 1.170 -0.644
I -1.231 2.758 -0.384
H 0.418 -0.054 1.096
H 4.202 -0.731 -1.348
H 3.645 0.178 -2.685
H 4.343 1.093 -1.477
H -5.763 2.608 -0.382
H -1.091 -1.900 2.595
H -1.852 -0.250 2.060
H -1.025 -2.405 -1.633
H 0.112 -1.150 -2.240
H -1.603 -0.860 -2.337
H -0.191 0.821 3.473
H 0.333 -0.979 4.116
H -1.538 -0.882 0.307
```

=====

--- B ---
The following is a quantum chemistry calculation of a structure of composition C7H13I2N2S, from OMol25.

* orbital gap: 0.315 hartree
* total charge: +1
* spin multiplicity: 1

Geometry as XYZ:
```
25
C7H13I2N2S, DFT the ωB97M-V functional and the def2-TZVPD basis
C -1.624 0.328 0.623
C 0.508 1.741 0.662
C -0.049 2.975 1.285
C 1.836 -1.714 -2.518
C -3.296 -1.320 1.586
C 1.514 -0.438 -1.777
C 2.395 -0.146 -0.556
N -0.382 0.794 0.556
N -1.988 -0.709 1.333
S 2.126 1.588 0.002
I 4.435 -0.162 -0.985
I 1.727 -1.572 1.153
H -2.325 0.624 -0.110
H -0.080 3.885 0.566
H -1.004 2.879 1.693
H 0.650 3.242 2.093
H 1.846 -2.689 -1.928
H 0.975 -2.002 -3.194
H 2.755 -1.671 -2.981
H -3.330 -2.233 0.783
H -4.084 -0.581 1.296
H -3.472 -1.696 2.547
H 1.512 0.296 -2.492
H 0.525 -0.481 -1.532
H -1.170 -0.940 1.896
```

=====

Stability, descending: B, A